DFT (ωB97M-V with the def2-TZVPD basis set) results for a structure of composition C2H4F6O8S2Sn in a non-equilibrium geometry.

XYZ file:
```
23
Properties=species:S:1:pos:R:3:forces:R:3:lowdin_charge:R:1
Sn 2.8284 -0.2170 1.6472 -0.4 0.1 -0.2 1.033
C -4.0742 -1.5995 2.8970 3.1 0.0 -2.1 -0.756
F -3.8540 -0.9781 4.0029 -0.1 1.5 1.8 0.180
F -3.3126 -2.7127 2.9694 -0.1 -0.4 -0.4 0.107
F -5.2954 -1.9047 2.7410 -2.5 -0.7 0.1 0.209
S -3.5289 -0.5832 1.3823 -1.1 1.3 -1.8 0.548
O -2.0676 -0.6588 1.2550 -1.0 -0.1 0.7 -0.302
O -4.2669 -1.1766 0.2564 1.0 -0.4 1.0 -0.258
O -4.1033 0.7632 1.5722 1.1 -1.1 0.8 -0.253
C -1.1568 3.0008 -3.6717 -0.3 1.4 0.4 -0.553
F -2.3787 3.5855 -4.0156 2.3 -1.1 0.5 0.083
F -1.2776 1.6952 -3.5900 -0.4 -0.1 0.0 0.144
F -0.2372 3.2644 -4.6402 -1.1 0.1 1.1 0.107
S -0.5854 3.6991 -1.8959 -0.2 2.9 1.1 0.529
O 0.1381 4.9575 -2.1664 -1.2 -1.3 -0.6 -0.280
O -1.7676 3.8775 -1.0381 0.5 -0.4 -1.7 -0.250
O 0.3207 2.7952 -1.2253 0.6 -1.7 -0.5 -0.285
O 5.3118 -3.1234 -1.7145 0.2 0.1 0.3 -0.059
H 4.3907 -2.9120 -1.5628 -0.2 0.0 0.0 0.018
H 5.3206 -3.5609 -2.5658 0.1 -0.1 -0.2 0.035
O 6.1683 -2.6537 3.0055 -0.4 0.2 -0.1 -0.065
H 6.6142 -2.3561 3.7984 0.1 0.1 0.2 0.033
H 6.8135 -3.2018 2.5587 0.1 -0.2 -0.2 0.038
```
Forces are in eV/Å.

Calculated values
F_max: 3.766 eV/Å
2S+1: 1
energy above the lowest of the compared OMol25 structures with the same formula, charge and spin: 670.9 kJ/mol
HOMO energy: -8.7 eV
Kohn-Sham gap: 0.0831 Ha
LUMO energy: -6.45 eV

---

DFT (ωB97M-V with the def2-TZVPD basis set) results for a cluster of 2 separate species, C2H4FIOS in total in a non-equilibrium geometry.

XYZ file:
```
10
Properties=species:S:1:pos:R:3:forces:R:3:lowdin_charge:R:1
C 1.1503 -0.5826 1.1573 0.6 0.8 -1.7 -0.009
C 1.2497 -0.8958 -0.0995 -0.6 0.1 -1.1 -0.243
F 1.3349 -0.0344 -1.1365 0.4 0.3 0.3 -0.022
H 0.9281 -1.3324 1.7793 -0.5 -3.0 2.2 0.025
H 1.2042 0.3279 1.6253 0.3 2.3 0.5 0.037
H 1.0868 -1.8799 -0.4774 0.1 -0.6 -0.1 0.108
O -1.7319 1.8125 -1.4064 -0.7 0.4 1.6 -0.567
S -1.2593 1.3084 0.1374 -1.4 -0.3 -1.2 0.310
I -2.9411 -0.4704 0.4502 0.9 0.7 -0.1 0.352
H -1.0216 1.7467 -2.0295 0.9 -0.6 -0.4 0.010
```
Forces are in eV/Å.

Calculated values
SMILES string: C=CF.OSI
F_max: 3.789 eV/Å
2S+1: 1
energy above the lowest of the compared OMol25 structures with the same formula, charge and spin: 75.8 kJ/mol
HOMO energy: -8.8 eV
Kohn-Sham gap: 0.2899 Ha
LUMO energy: -0.92 eV

---

DFT (ωB97M-V with the def2-TZVPD basis set) results for an isolated molecule of C2H4FN in a non-equilibrium geometry.

XYZ file:
```
8
Properties=species:S:1:pos:R:3:forces:R:3:lowdin_charge:R:1
H 0.8791 1.4126 2.0980 2.8 2.3 1.6 0.029
N 0.2539 0.8053 1.7361 -2.3 -2.6 -1.8 0.206
C 0.5931 0.1884 0.7269 2.2 0.8 -1.4 -0.316
C -0.1972 -0.5387 -0.2783 2.9 -1.1 1.5 -0.004
F 1.9833 0.3574 0.0805 -2.3 -0.2 1.7 -0.117
H 0.1448 -0.1856 -1.1690 0.4 1.6 -2.7 0.058
H -1.1699 -0.3763 -0.1059 -3.6 0.3 0.4 0.051
H 0.0847 -1.5568 -0.4214 0.0 -1.1 0.7 0.092
```
Forces are in eV/Å.

Calculated values
SMILES string: [H]/N=C(/C)F
F_max: 3.920 eV/Å
2S+1: 1
energy above the lowest of the compared OMol25 structures with the same formula, charge and spin: 51.5 kJ/mol
HOMO energy: -11.4 eV
Kohn-Sham gap: 0.4556 Ha
LUMO energy: 1.01 eV

---

DFT (ωB97M-V with the def2-TZVPD basis set) results for an isolated molecule of C2H4FN in a non-equilibrium geometry.

XYZ file:
```
8
Properties=species:S:1:pos:R:3:forces:R:3:mulliken_spin:R:1
C -0.2019 0.0937 -0.9099 0.0 -2.7 -6.6 0.934
C 0.0956 0.3500 0.7915 2.6 0.7 6.8 0.846
N 0.7840 -0.5631 -0.0507 -2.5 1.9 -0.1 0.258
F -0.8833 -0.0789 1.6237 0.4 -0.3 -0.6 0.023
H -1.1480 -0.3738 -1.1257 0.1 -0.3 -0.2 -0.041
H 0.1777 0.8571 -1.5659 -0.2 0.5 0.3 0.021
H 0.5805 1.2584 1.1043 0.0 0.2 0.2 -0.013
H 0.5954 -1.5433 0.1327 -0.5 0.0 0.1 -0.028
```
Forces are in eV/Å.

Calculated values
F_max: 7.320 eV/Å
2S+1: 3
energy above the lowest of the compared OMol25 structures with the same formula, charge and spin: 207.5 kJ/mol
HOMO energy (alpha / beta): -4.1 / -11.5 eV
Kohn-Sham gap (alpha / beta): 0.1947 / 0.3552 Ha
LUMO energy (alpha / beta): 1.24 / -1.79 eV

---

DFT (ωB97M-V with the def2-TZVPD basis set) results for a structure of composition C2H4FN2O in a non-equilibrium geometry.

XYZ file:
```
10
Properties=species:S:1:pos:R:3:forces:R:3:lowdin_charge:R:1
C -1.7355 -0.2701 0.1418 -3.4 2.3 -1.7 0.177
C 1.4393 0.4152 0.0444 1.8 4.4 3.1 -0.192
N -0.1139 -1.2541 0.3241 -0.8 -1.2 -0.7 0.136
N -2.6912 0.4144 -0.0791 4.5 -3.0 1.4 0.272
O 0.8039 -0.6815 -0.4429 -0.5 -2.3 -1.0 -0.092
F 0.5075 1.4587 -0.1324 0.6 -0.6 0.3 -0.032
H -0.3563 -2.2298 -0.2357 0.2 3.1 1.3 0.221
H 1.8162 0.4904 1.1883 -1.5 -1.0 -2.4 0.194
H 2.3618 0.7328 -0.5183 -1.2 -1.2 -0.2 0.162
H -3.4437 1.1078 -0.1355 0.4 -0.5 0.0 0.154
```
Forces are in eV/Å.

Calculated values
F_max: 5.628 eV/Å
2S+1: 1
energy above the lowest of the compared OMol25 structures with the same formula, charge and spin: 218.6 kJ/mol
net charge: +1
HOMO energy: -16.4 eV
Kohn-Sham gap: 0.3718 Ha
LUMO energy: -6.32 eV

---

DFT (ωB97M-V with the def2-TZVPD basis set) results for an isolated molecule of C2H4FNO in a non-equilibrium geometry.

XYZ file:
```
9
Properties=species:S:1:pos:R:3:forces:R:3:lowdin_charge:R:1
C 1.0282 -0.5854 -0.0291 -2.3 -0.7 3.8 0.011
N -0.0268 0.4227 -0.0099 1.8 1.7 0.0 -0.124
F 0.4032 1.7289 -0.1649 0.8 0.5 -0.2 -0.026
C -1.3551 0.3885 0.0529 -1.8 -1.4 -0.7 -0.313
O -1.8647 -0.7184 0.2027 -0.6 1.3 0.1 -0.006
H 0.4504 -1.4455 0.4394 0.9 0.6 -1.0 0.122
H 1.4036 -0.7746 -0.9599 0.6 -0.6 -2.6 0.053
H 1.8877 -0.4332 0.6457 -0.7 0.7 0.0 0.100
H -1.9265 1.4171 -0.1768 1.4 -2.1 0.8 0.184
```
Forces are in eV/Å.

Calculated values
SMILES string: CN(F)C=O
F_max: 4.481 eV/Å
2S+1: 1
energy above the lowest of the compared OMol25 structures with the same formula, charge and spin: 296.7 kJ/mol
HOMO energy: -9.9 eV
Kohn-Sham gap: 0.3973 Ha
LUMO energy: 0.90 eV